Computed, not measured: a molecular structure, C30H47FHfP2 in a non-equilibrium geometry, with wB97M-V/def2-TZVPD.

The geometry in XYZ format:
```
81
Properties=species:S:1:pos:R:3:forces:R:3
Hf -0.321749 -0.521059 0.106801 -2.06 1.46 5.42
C 0.599521 -0.207738 2.297364 0.22 1.00 -0.35
C 1.591785 0.267442 1.364529 -0.52 0.75 0.72
C -0.166740 1.785971 1.370224 0.02 -0.55 0.13
C -0.493752 0.740038 2.287668 0.73 -0.19 0.17
C 1.142497 1.545429 0.863720 0.11 -0.83 0.36
C 0.830821 -1.257007 3.332732 -0.23 -0.58 0.11
H 1.540617 -2.019894 2.991678 -0.09 0.15 0.10
H -0.099494 -1.767830 3.603382 0.25 0.17 0.04
H 1.239270 -0.808816 4.250448 -0.05 -0.01 -0.30
C -1.623138 0.774222 3.261218 -0.48 -0.14 -0.03
H -1.769055 -0.189518 3.757079 0.08 0.13 -0.13
H -2.571451 1.026165 2.767152 0.23 0.04 0.19
H -1.438421 1.523986 4.043779 0.05 -0.09 -0.25
C -0.963518 3.034316 1.165038 -0.19 0.07 -0.23
H -0.819751 3.734771 2.001155 -0.04 -0.23 -0.18
H -2.034085 2.807779 1.095478 0.16 0.17 0.06
H -0.654592 3.547708 0.247941 -0.15 -0.03 0.20
C 1.989556 2.562694 0.176759 -0.15 0.05 -0.63
H 2.431697 3.270591 0.894475 -0.21 -0.28 -0.04
H 1.391837 3.153597 -0.529014 0.23 -0.03 0.11
H 2.822951 2.113145 -0.369471 -0.05 0.07 0.09
C 2.990186 -0.238457 1.279937 0.38 -0.20 -0.19
H 3.606171 0.219059 2.069879 -0.16 -0.15 -0.23
H 3.452329 0.007195 0.315911 -0.01 -0.07 0.21
H 3.028528 -1.324515 1.411527 0.12 0.18 0.02
C -0.860490 -2.569364 -1.224246 1.64 -2.91 0.13
C 0.322090 -2.681114 -0.457021 -1.20 -1.88 -2.57
C 1.682701 -2.731640 -1.132119 0.38 0.26 0.31
C 1.975236 -1.516092 -2.032615 0.53 -0.28 0.20
C 1.282125 -0.231466 -1.643503 -0.46 1.93 -3.53
C -0.034079 0.119681 -2.060491 2.68 -1.00 -2.02
C -0.827800 -0.748566 -3.038090 -0.79 0.22 0.44
C -0.916184 -2.253981 -2.700852 -0.51 -0.10 -0.21
H 1.760342 -3.633887 -1.754245 -0.26 0.04 0.20
H 1.741778 -1.768767 -3.072887 -0.19 0.23 0.11
H 2.458597 -2.851506 -0.356836 -0.32 0.24 -0.31
H -0.181330 -2.817966 -3.300135 0.07 0.09 0.64
H -1.762100 -3.056338 -0.838078 0.24 0.70 0.25
H 0.272349 -3.283670 0.454936 -0.44 0.58 0.19
H -1.892881 -2.617315 -3.057233 0.33 0.18 0.11
H -1.852846 -0.353768 -3.090105 0.28 -0.03 0.02
H -0.318373 1.180915 -2.076306 0.20 -0.06 0.52
H -0.435349 -0.651568 -4.064352 0.16 0.27 0.18
H 3.061122 -1.346123 -2.010663 -0.36 0.09 0.00
H 1.992218 0.587088 -1.504218 -0.53 -0.08 0.67
P -1.133514 -0.709779 -7.140009 -0.04 -0.90 -0.21
P -0.904031 1.891204 -8.510032 -0.18 0.39 -1.57
C -1.201149 -0.838946 -9.019024 0.07 0.19 0.25
C -1.559445 0.519805 -9.620282 -0.05 0.35 0.43
H -1.949691 -1.594680 -9.299297 0.38 0.04 0.09
H -0.210402 -1.175969 -9.364247 -0.33 0.12 0.09
H -1.122378 0.643175 -10.622889 -0.32 -0.01 0.24
H -2.651433 0.659750 -9.686471 0.34 -0.14 -0.02
C -1.675902 3.269835 -9.456027 0.06 0.09 0.25
H -1.250187 4.205728 -9.080256 -0.20 0.00 -0.20
H -2.756580 3.264461 -9.277633 0.18 0.12 -0.08
H -1.471046 3.166013 -10.527692 -0.09 0.12 0.16
C 0.757106 1.991379 -9.316415 0.02 0.11 0.35
H 0.627235 1.969186 -10.405961 0.18 0.02 0.24
H 1.402111 1.166530 -8.993905 -0.02 0.16 -0.11
H 1.211824 2.941889 -9.015054 0.11 -0.22 -0.13
C -2.641848 -1.714048 -6.811118 0.07 -0.08 0.13
H -2.694605 -1.953592 -5.740984 -0.16 -0.03 -0.21
H -2.607766 -2.635823 -7.409049 -0.16 0.16 0.27
H -3.525059 -1.124160 -7.091586 0.17 -0.22 0.12
C 0.184864 -1.966605 -6.861078 -0.05 -0.19 -0.02
H 1.146990 -1.542595 -7.184430 -0.24 -0.19 0.13
H -0.030755 -2.876510 -7.439770 0.22 0.11 0.24
H 0.244036 -2.204106 -5.788205 0.08 -0.08 -0.25
F -5.241263 -3.504816 3.084100 1.20 0.70 -0.76
C -4.185063 -2.883198 2.464252 -1.06 -0.42 0.47
C -2.917518 -3.425391 2.621594 0.78 0.53 -0.34
C -1.838085 -2.756627 2.005910 -0.83 -0.67 0.27
C -2.055708 -1.617923 1.224667 1.09 1.09 -0.86
C -3.341941 -1.094575 1.103029 -0.68 -0.66 0.26
C -4.436137 -1.738831 1.716965 0.52 0.41 -0.23
H -2.757983 -4.326238 3.205201 -0.14 0.14 -0.01
H -0.829957 -3.162329 2.145529 -0.47 0.03 0.00
H -3.508657 -0.183467 0.514241 -0.19 -0.26 0.18
H -5.442807 -1.346075 1.620493 0.07 -0.14 0.09
```
Forces are in eV/Å.

For the gap between HOMO and LUMO (spin up / spin down), the calculation gives 2.294 / 2.295 eV. The highest occupied orbital energy (spin up / spin down) is -11.3 / -11.3 eV. Its charge is +2. The calculation puts the LUMO energy (spin up / spin down) at -9.0 / -9.0 eV. Its energy relative to the best compared isomer or geometry (same formula, charge and spin) is 0.3 kcal per mole.

Computed, not measured: 2 unconnected molecules or ions with the total composition C5H8N2, with wB97M-V/def2-TZVPD.

The geometry in XYZ format:
```
15
Properties=species:S:1:pos:R:3:forces:R:3
N 1.895806 -0.104885 -0.463135 -0.01 0.25 0.00
C 1.827833 -0.197530 0.958777 0.24 -0.25 0.01
C 0.594184 -0.081164 1.685593 0.12 0.38 0.12
N 1.301273 0.956072 1.803074 -0.32 -0.36 -0.05
H 2.750917 0.363260 -0.749094 -0.08 -0.09 0.02
H 1.111981 0.429543 -0.826686 0.08 -0.08 0.00
H 2.666754 -0.748534 1.383054 -0.14 0.10 -0.05
H -0.384391 -0.439056 1.991496 0.15 0.06 -0.05
C -1.212680 -0.771191 -0.922519 -0.25 -0.06 0.13
C -2.343578 -0.422952 -0.403632 0.18 -0.19 -0.07
C -1.559502 0.690239 -1.034466 0.06 0.34 -0.09
H -0.465185 -1.517396 -1.147330 -0.15 0.11 0.04
H -3.252882 -0.679092 0.118014 0.15 0.02 -0.09
H -1.052111 1.422624 -0.396349 -0.10 -0.14 -0.09
H -1.878414 1.100069 -1.996804 0.05 -0.09 0.16
```
Forces are in eV/Å.

For the gap between HOMO and LUMO, the calculation gives 10.165 eV. The highest occupied orbital energy is -9.1 eV. The SMILES is N[C@@H]1C=N1.C1=CC1. The calculation puts the LUMO energy at 1.1 eV. Its energy relative to the best compared isomer or geometry (same formula, charge and spin) is 115.2 kcal per mole.

Computed, not measured: C3H8N2O2 in the gas phase in a non-equilibrium geometry, with wB97M-V/def2-TZVPD.

The geometry in XYZ format:
```
15
Properties=species:S:1:pos:R:3:forces:R:3
H 2.311076 1.861716 0.845877 -0.40 0.20 0.13
N 1.349443 2.140448 0.627081 -1.28 -1.23 -0.64
C 0.707090 1.043417 0.430404 1.28 1.14 0.17
O 1.368823 -0.133453 0.526228 -0.71 -0.31 -0.09
C 0.837149 -1.092958 1.445209 0.06 -0.58 0.14
O -0.618795 1.049615 0.065549 0.48 -0.33 0.38
N -1.147446 -0.236956 -0.404246 0.48 0.64 0.15
C -1.208562 -0.108609 -1.854902 -0.14 0.07 -0.36
H 0.035911 -0.681581 2.067775 0.10 -0.03 -0.24
H 0.484057 -1.967338 0.891689 -0.11 0.23 0.13
H 1.651863 -1.413499 2.100882 -0.02 0.18 -0.09
H -2.094196 -0.193630 -0.024761 0.25 0.04 -0.09
H -1.734068 0.801520 -2.160966 0.09 -0.02 -0.03
H -0.200916 -0.101297 -2.281915 -0.13 -0.01 0.23
H -1.741429 -0.967396 -2.273904 0.05 -0.01 0.23
```
Forces are in eV/Å.

For the gap between HOMO and LUMO, the calculation gives 10.473 eV. The highest occupied orbital energy is -9.6 eV. The SMILES is [H]/N=C(\OC)ONC. The calculation puts the LUMO energy at 0.8 eV. Its energy relative to the best compared isomer or geometry (same formula, charge and spin) is 83.6 kcal per mole.

> What is the energy relative to the best compared isomer or geometry (same formula, charge and spin) in the first record?

0.3 kcal per mole

> Among the records above, which one has the highest energy relative to the best compared isomer or geometry (same formula, charge and spin)?

C5H8N2